Entry 1:
Here is 2 unconnected molecules or ions with the total composition C5H9O from the OMol25 dataset. Energies are from ωB97M-V/def2-TZVPD.

Values from the calculation:
Energy relative to the best compared isomer or geometry (same formula, charge and spin): 85.0 kcal/mol
Calculated total energy: -7366.1560 eV
Net charge: +1
HOMO level: -16.26 eV

Geometry (Å):
C1 -1.182243 0.285948 0.273606
C2 -0.607982 -1.054219 -0.282062
C3 -0.147509 1.337741 -0.234537
C4 1.514442 0.014406 0.644355
C5 0.870981 -0.774425 -0.422417
O1 1.095347 0.645309 -0.597107
H1 -2.068187 0.373416 -0.225789
H2 -1.223553 0.128976 1.271276
H3 -0.828182 -1.898750 0.545808
H4 -1.158660 -1.266849 -1.250692
H5 -0.298015 1.949684 -1.165996
H6 0.299930 2.124142 0.396453
H7 1.078814 0.235192 1.627156
H8 2.646337 -0.153344 0.744319
H9 1.864867 -1.579118 -1.398391

Force components x, y, z for each atom (eV/Å):
C 3.712 -0.150 -2.964
C -0.878 -1.468 0.441
C -0.446 2.787 -0.952
C 3.609 -2.825 0.676
C 2.342 -3.940 -1.953
O 0.315 0.668 0.453
H -2.562 0.840 -0.627
H -0.498 0.562 3.180
H 0.723 1.695 -2.271
H 1.143 -0.235 1.113
H -0.930 -1.133 0.654
H -1.001 -0.459 0.589
H -0.455 0.437 -0.909
H -1.798 0.759 -0.474
H -3.277 2.461 3.044



Entry 2:
Here is a gas-phase ion, C5H9O3S (charge -1) from the OMol25 dataset. Energies are from ωB97M-V/def2-TZVPD.

Values from the calculation:
Energy relative to the best compared isomer or geometry (same formula, charge and spin): 0.0 kcal/mol
2S+1: 3
Calculated total energy: -22304.8385 eV
Net charge: -1
HOMO level (alpha / beta): -1.19 / -4.28 eV
⟨S²⟩: 2.009

Geometry (Å):
C1 1.351697 -0.470098 0.999902
C2 -0.667037 1.254289 0.575316
C3 1.310755 1.168567 -1.057578
C4 -1.121510 -1.971825 0.196418
C5 0.379925 0.403704 -0.058198
O1 2.501116 -0.604918 0.579482
O2 0.697968 -0.845031 1.971206
O3 -2.084614 -0.161018 -1.451626
S1 -0.824352 -0.981055 -1.286232
H1 -0.133687 2.358933 0.713311
H2 -1.503704 1.437375 -0.133324
H3 -0.991281 1.085768 1.627504
H4 0.656777 1.383557 -1.841558
H5 1.830452 1.981868 -0.662368
H6 2.047601 0.407384 -1.322153
H7 -0.175744 -2.089937 0.777893
H8 -1.297792 -2.970783 -0.164821
H9 -1.976571 -1.386781 0.536825

Force components x, y, z for each atom (eV/Å):
C -1.730 0.849 -2.088
C 0.822 3.753 0.485
C -1.351 -3.722 1.191
C 1.258 -0.114 -1.076
C 3.882 2.704 2.844
O 0.367 -0.282 0.599
O 0.824 -0.143 1.447
O 0.278 0.040 -0.023
S -1.265 -2.898 -2.399
H -1.237 -2.048 -0.348
H 0.425 0.051 0.933
H 0.107 -0.755 -0.986
H -0.669 0.961 -1.823
H 0.503 1.587 0.818
H 0.005 0.270 -0.418
H -1.373 0.786 -0.002
H -0.987 -0.370 -0.123
H 0.140 -0.668 0.969



Entry 3:
Here is a molecular structure, C5H9O3Sr from the OMol25 dataset. Energies are from ωB97M-V/def2-TZVPD.

Values from the calculation:
Energy relative to the best compared isomer or geometry (same formula, charge and spin): 35.3 kcal/mol
2S+1: 2
Calculated total energy: -12305.2468 eV
HOMO level (alpha / beta): -5.29 / -6.41 eV
⟨S²⟩: 0.751

Geometry (Å):
O1 1.011214 -2.275479 -0.337742
C1 0.598784 -1.113923 -0.169217
O2 1.149462 -0.156297 -0.854832
C2 0.999927 1.245011 -0.513700
C3 -1.375142 -0.325731 0.393794
H1 -1.358421 0.664279 0.880505
C4 -2.607667 -1.113111 0.771405
H2 -3.493448 -0.529681 0.474270
H3 -2.683508 -2.068138 0.226756
H4 -2.694204 -1.309026 1.857699
C5 2.131649 2.002292 -1.159331
H5 1.024747 1.337988 0.579530
H6 0.021654 1.584452 -0.867369
H7 3.100758 1.714907 -0.732165
H8 1.976331 3.075037 -0.982225
H9 2.149663 1.833367 -2.243788
Sr1 0.223843 -3.533656 1.614842
O3 -0.175643 -1.032290 1.061567

Force components x, y, z for each atom (eV/Å):
O -0.185 -0.147 -0.756
C -1.468 -1.355 3.106
O 0.069 0.614 0.352
C -0.415 -0.088 0.346
C 0.072 -0.010 -0.239
H -0.283 -0.281 -0.075
C 0.074 0.235 -0.168
H 0.224 -0.163 0.114
H 0.057 0.093 0.154
H -0.047 -0.068 -0.058
C 0.181 0.077 -0.109
H -0.051 -0.016 -0.231
H 0.105 -0.227 0.040
H -0.216 0.061 -0.159
H 0.072 -0.246 -0.044
H 0.011 0.024 0.278
Sr -0.107 0.560 -0.345
O 1.907 0.936 -2.207



Entry 4:
Here is C5H9O7 in the gas phase from the OMol25 dataset. Energies are from ωB97M-V/def2-TZVPD.

Values from the calculation:
Energy relative to the best compared isomer or geometry (same formula, charge and spin): 4.7 kcal/mol
2S+1: 2
Calculated total energy: -19654.3174 eV
HOMO level (alpha / beta): -9.82 / -9.81 eV
⟨S²⟩: 0.756

Geometry (Å):
H1 1.249715 -3.010861 -0.479327
O1 1.440076 -2.083609 -0.893335
C1 1.474493 -1.395084 0.330712
C2 1.105229 0.052022 0.083793
O2 1.978820 0.766884 -0.337878
C3 -0.417506 0.455072 -0.123728
C4 -1.444291 -0.513816 0.423699
C5 -0.628633 1.860426 0.408571
O3 -1.747211 2.400848 -0.196967
O4 -0.615329 0.360145 -1.502737
O5 0.049297 1.574811 -2.075534
H2 0.918807 1.193140 -2.362850
O6 0.653632 -2.150505 1.263167
O7 1.318838 -3.495387 1.149751
H3 2.443144 -1.392576 0.826625
H4 -1.261182 -0.751547 1.467527
H5 -2.403750 0.000986 0.357445
H6 -1.480848 -1.416839 -0.194869
H7 -0.843628 1.817632 1.477632
H8 0.230843 2.487845 0.181474
H9 -2.020518 3.240414 0.196829

Force components x, y, z for each atom (eV/Å):
H 0.855 1.668 -1.834
O -0.628 -1.196 1.666
C 0.810 -0.620 -0.188
C -1.678 0.239 -1.242
O 0.111 -0.190 0.794
C 0.786 -0.321 1.073
C -0.252 0.111 -0.069
C 0.195 0.572 0.466
O -1.628 0.464 -0.854
O 1.050 1.929 -1.362
O 0.024 -1.812 -0.365
H -0.919 0.320 0.346
O 2.211 -4.089 -0.217
O -2.669 3.903 1.235
H 0.413 -0.020 -0.331
H 0.047 -0.121 0.027
H -0.041 -0.143 -0.059
H 0.018 0.092 0.288
H 0.629 -0.256 0.335
H 0.307 -0.163 0.287
H 0.357 -0.369 0.003